Record 1
Here is C22H49N2OP3RuSe as an isolated structure in a non-equilibrium geometry from the OMol25 dataset. Energies are from the ωB97M-V functional and the def2-TZVPD basis.

For the LUMO energy (spin up / spin down), the calculation gives -7.9 / -12.1 eV. The value obtained for the HOMO energy (spin up / spin down) is -14.965 / -16.188 eV. Its energy is -4571.5851 Ha. Its HOMO-LUMO gap (spin up / spin down) is 7.08 / 4.09 eV. Its molar mass is 630.60 g/mol. As for the expectation value of S²: 8.807.

ORCA input file:
```
! RIJCOSX wB97M-V def2-TZVPD def2/J DEFGRID3
* xyz 3 6
Ru -0.028 0.903 1.440
P -1.097 -1.844 1.673
P -1.529 2.227 2.160
P 1.314 0.071 2.868
H 1.620 0.042 -1.005
C 2.347 -0.830 -0.897
C 1.964 -2.103 -1.093
H 0.943 -2.206 -1.512
C -2.205 -2.679 0.505
C -2.291 -1.853 3.082
C 0.061 -3.300 1.906
C -0.925 3.801 1.525
C -3.101 1.896 1.321
C -1.782 1.979 3.942
C 2.648 -1.144 2.465
C 0.778 -0.849 4.369
C 2.444 1.264 3.734
H 3.345 -0.562 -0.512
H 2.514 -2.985 -0.697
H -1.733 -2.821 -0.482
H -3.121 -2.078 0.345
H -2.510 -3.662 0.895
H -3.032 -1.045 2.914
H -1.810 -1.683 4.060
H -2.823 -2.810 3.095
H 0.640 -3.434 0.962
H -0.529 -4.210 2.079
H 0.785 -3.213 2.725
H -1.744 4.529 1.615
H -0.626 3.664 0.469
H -0.040 4.111 2.105
H -3.826 2.576 1.760
H -3.418 0.852 1.463
H -2.979 2.089 0.241
H -2.507 2.733 4.261
H -0.824 2.092 4.482
H -2.178 0.954 4.113
H 3.301 -1.213 3.355
H 3.261 -0.831 1.613
H 2.256 -2.148 2.251
H 1.643 -0.885 5.053
H 0.486 -1.884 4.163
H -0.039 -0.342 4.891
H 2.919 0.737 4.591
H 1.851 2.116 4.101
H 3.252 1.666 3.081
C 3.682 2.420 -0.660
C 4.178 1.694 -1.759
C 5.242 2.183 -2.545
C 5.832 3.414 -2.247
C 5.288 4.205 -1.213
C 4.231 3.708 -0.426
Se 2.234 1.893 0.668
H -1.419 0.014 1.583
H 3.728 0.734 -2.004
H 5.611 1.607 -3.393
H 6.695 3.775 -2.802
H 5.682 5.211 -1.009
H 3.827 4.326 0.395
C -3.179 1.082 -3.005
N -2.946 -0.090 -3.795
C -3.526 -0.122 -5.124
C -1.983 -0.943 -3.308
O -1.427 -0.696 -2.223
N -1.685 -2.060 -4.084
C -2.778 -2.854 -4.586
C -0.480 -2.796 -3.775
H -4.014 1.626 -3.441
H -2.297 1.724 -2.991
H -3.410 0.794 -1.981
H -2.806 -0.463 -5.890
H -4.429 -0.754 -5.173
H -3.838 0.901 -5.380
H -2.966 -2.656 -5.652
H -2.524 -3.913 -4.489
H -3.709 -2.670 -4.027
H 0.381 -2.124 -3.750
H -0.540 -3.328 -2.824
H -0.331 -3.532 -4.569
*
```

Record 2
Here is C22H49N2P3PtS2 as an isolated structure in a non-equilibrium geometry from the OMol25 dataset. Energies are from the ωB97M-V functional and the def2-TZVPD basis.

For the LUMO energy (spin up / spin down), the calculation gives -11.3 / -15.2 eV. The value obtained for the HOMO energy (spin up / spin down) is -18.969 / -19.274 eV. Its energy is -2915.3493 Ha. Its HOMO-LUMO gap (spin up / spin down) is 7.69 / 4.08 eV. Its molar mass is 693.78 g/mol. As for the expectation value of S²: 6.035.

ORCA input file:
```
! RIJCOSX wB97M-V def2-TZVPD def2/J DEFGRID3
* xyz 4 5
Pt 0.236 -0.830 -1.114
P 0.800 -2.141 0.630
P 1.996 0.698 -1.018
P 0.342 -2.457 -2.946
H -3.619 1.369 1.585
C -4.031 0.439 1.168
C -3.838 -0.742 1.783
H -3.260 -0.798 2.713
C 0.639 -1.273 2.210
C 2.473 -2.867 0.599
C -0.327 -3.557 0.686
C 1.441 2.370 -1.456
C 2.828 0.863 0.594
C 3.388 0.378 -2.131
C -1.260 -3.351 -2.956
C 1.622 -3.747 -2.916
C 0.514 -1.778 -4.646
H -4.578 0.517 0.223
H -4.180 -1.696 1.359
H 0.044 -0.356 2.104
H 1.628 -0.987 2.585
H 0.130 -1.929 2.921
H 3.219 -2.129 0.917
H 2.741 -3.249 -0.396
H 2.466 -3.702 1.315
H -1.367 -3.208 0.674
H -0.129 -4.099 1.618
H -0.160 -4.228 -0.167
H 2.325 3.011 -1.607
H 0.832 2.764 -0.628
H 0.837 2.337 -2.374
H 3.555 1.684 0.525
H 3.358 -0.058 0.868
H 2.082 1.110 1.362
H 4.101 1.211 -2.047
H 3.050 0.306 -3.171
H 3.901 -0.547 -1.841
H -1.863 -2.969 -3.791
H -1.800 -3.173 -2.017
H -1.083 -4.431 -3.078
H 1.623 -4.254 -3.886
H 1.447 -4.477 -2.124
H 2.604 -3.296 -2.763
H -0.483 -1.599 -5.071
H 1.063 -2.497 -5.273
H 1.065 -0.829 -4.625
C -2.700 0.573 -3.532
C -2.712 1.386 -4.699
C -3.893 1.634 -5.389
C -5.119 1.132 -4.920
C -5.124 0.378 -3.736
C -3.940 0.087 -3.041
S -1.125 0.280 -2.921
H 0.287 0.085 0.241
H -1.757 1.801 -5.038
H -3.858 2.229 -6.302
H -6.043 1.313 -5.488
H -6.080 0.011 -3.355
H -3.936 -0.516 -2.130
C 2.214 3.929 2.621
N 1.748 3.101 3.730
C 2.115 3.597 5.059
C 0.588 2.395 3.580
S -0.261 2.352 2.118
N 0.166 1.706 4.700
C 1.144 0.820 5.356
C -1.211 1.219 4.725
H 1.646 4.871 2.570
H 2.073 3.396 1.672
H 3.276 4.150 2.774
H 1.342 3.330 5.782
H 3.074 3.165 5.372
H 2.210 4.687 5.030
H 1.095 0.972 6.444
H 0.917 -0.239 5.154
H 2.163 1.035 5.013
H -1.867 2.026 4.383
H -1.457 0.947 5.757
H -1.348 0.345 4.071
*
```